Here is a cluster of 2 separate species, C3H10N2O2 in total in a non-equilibrium geometry from the Open Molecules 2025 dataset. Energies are from ωB97M-V with the def2-TZVPD basis set.

Each atom is followed by the atoms it is bonded to, with distances in Å.
Atoms and positions in Å:
1 C -1.29813 -1.85436 -1.76907  C2 1.320, H7 1.135, H8 1.102
2 C -0.93253 -0.58777 -1.70783  C1 1.320, C3 1.514, H9 1.071
3 C 0.06619 -0.07650 -0.69145  C2 1.514, O4 1.438, N5 1.466, H10 1.101
4 O 1.13981 -1.01599 -0.87135  C3 1.438, H11 0.897
5 N -0.41896 -0.20313 0.68598  C3 1.466, O6 1.400, H12 1.047
6 O -1.39391 0.69129 1.14382  N5 1.400, H13 0.915
7 H -1.03477 -2.65457 -1.00903  C1 1.135
8 H -1.94798 -2.28578 -2.54750  C1 1.102
9 H -1.26315 0.09673 -2.46295  C2 1.071
10 H 0.40480 0.96224 -0.82895  C3 1.101
11 H 1.55987 -0.96313 -0.08003  O4 0.897
12 H -0.86300 -1.14697 0.77895  N5 1.047
13 H -0.93038 1.47963 1.18518  O6 0.915
14 N 1.62399 1.98916 1.82125  H15 1.038, H16 1.000, H17 1.032
15 H 2.58653 2.32738 2.01028  N14 1.038
16 H 1.68961 0.99561 1.73168  N14 1.000
17 H 1.01200 2.24615 2.61102  N14 1.032

As for the charge: 0. The energy above the lowest of the compared OMol25 structures with the same formula, charge and spin is 4.2596 eV. Its structure (SMILES) is C=C[C@H](O)NO.N. As for the calculated total energy: -10345.2282 eV. The value obtained for the HOMO-LUMO gap is 9.7628 eV. The multiplicity is 1. As for the LUMO energy: 0.87 eV.

Here is a cluster of 2 separate species, C3H10N2O2 in total in a non-equilibrium geometry from the Open Molecules 2025 dataset. Energies are from ωB97M-V with the def2-TZVPD basis set.

Each atom is followed by the atoms it is bonded to, with distances in Å.
Atoms and positions in Å:
1 C -1.72099 -2.04172 -0.26070  C2 1.551, H7 1.085, H8 1.085, H9 1.088
2 C -1.33657 -0.83294 0.63252  C1 1.551, N3 1.458, H10 1.072, H11 1.087
3 N 0.00668 -0.32352 0.38376  C2 1.458, C4 1.356, H12 1.003
4 C 0.34705 0.78874 -0.31334  N3 1.356, N5 1.352, O6 1.225
5 N -0.66073 1.42102 -0.95641  C4 1.352, H13 1.004, H14 1.004
6 O 1.50027 1.19955 -0.36073  C4 1.225
7 H -0.79437 -2.40608 -0.69053  C1 1.085
8 H -2.48994 -1.86942 -1.00718  C1 1.085
9 H -2.07308 -2.84217 0.38733  C1 1.088
10 H -2.02158 -0.01564 0.51852  C2 1.072
11 H -1.41646 -1.10794 1.68093  C2 1.087
12 H 0.74894 -0.68560 0.95284  N3 1.003
13 H -0.46117 2.16108 -1.60562  N5 1.004
14 H -1.52513 0.97210 -1.19913  N5 1.004
15 O 4.14437 2.09490 0.35421  H16 0.966, H17 0.973
16 H 4.48523 1.80710 1.21070  O15 0.966
17 H 3.26748 1.68055 0.27285  O15 0.973

As for the charge: 0. The energy above the lowest of the compared OMol25 structures with the same formula, charge and spin is 0.2846 eV. Its structure (SMILES) is CCNC(N)=O.O. As for the calculated total energy: -10349.2032 eV. The value obtained for the HOMO-LUMO gap is 10.5484 eV. The multiplicity is 1. As for the LUMO energy: 0.65 eV.

Here is a cluster of 2 separate species, C3H10N2O2 in total in a non-equilibrium geometry from the Open Molecules 2025 dataset. Energies are from ωB97M-V with the def2-TZVPD basis set.

Each atom is followed by the atoms it is bonded to, with distances in Å.
Atoms and positions in Å:
1 N 0.11052 1.78447 1.60149  C2 1.428, H7 1.073, H8 1.005
2 C 0.30819 0.39446 1.86490  N1 1.428, C3 1.615, H9 1.108, H10 1.135
3 C 0.21274 -0.53987 0.55047  C2 1.615, C4 1.585, H11 1.124, H12 1.123
4 C 0.69385 0.25014 -0.73644  C3 1.585, N5 1.327, O6 1.233
5 N 1.89468 -0.16399 -1.12019  C4 1.327, H13 1.008, H14 1.008
6 O 0.05764 1.13583 -1.31129  C4 1.233
7 H -0.33587 1.78848 0.62593  N1 1.073
8 H -0.39692 2.06827 2.42070  N1 1.005
9 H -0.46435 -0.00457 2.55231  C2 1.108
10 H 1.31962 0.03727 2.23448  C2 1.135
11 H 0.78784 -1.47451 0.79192  C3 1.124
12 H -0.82659 -0.81107 0.22142  C3 1.123
13 H 2.29556 0.59589 -1.64719  N5 1.008
14 H 2.33567 -0.87099 -0.55373  N5 1.008
15 O -2.37912 -1.75713 -2.41052  H16 0.937, H17 1.051
16 H -2.20347 -0.87948 -2.68869  O15 0.937
17 H -3.40999 -1.55321 -2.39558  O15 1.051

As for the charge: 0. The energy above the lowest of the compared OMol25 structures with the same formula, charge and spin is 1.9524 eV. Its structure (SMILES) is NCCC(N)=O.O. As for the calculated total energy: -10347.5354 eV. The value obtained for the HOMO-LUMO gap is 9.9322 eV. The multiplicity is 1. As for the LUMO energy: 0.78 eV.

Here is a cluster of 2 separate species, C3H10N2O2 in total in a non-equilibrium geometry from the Open Molecules 2025 dataset. Energies are from ωB97M-V with the def2-TZVPD basis set.

Each atom is followed by the atoms it is bonded to, with distances in Å.
Atoms and positions in Å:
1 C -1.38403 0.65651 -0.93020  C2 1.329, H5 1.079, H6 1.079
2 C -0.13014 0.23462 -1.05328  C1 1.329, O3 1.670, H7 1.080
3 O 0.21164 -1.39870 -1.12446  C2 1.670, N4 1.429
4 N 1.18743 -1.65492 -2.13609  O3 1.429, H8 1.017, H9 1.017
5 H -1.71515 1.47209 -1.55427  C1 1.079
6 H -2.10328 0.17664 -0.28475  C1 1.079
7 H 0.62460 0.67683 -1.68633  C2 1.080
8 H 0.72320 -2.25339 -2.81538  N4 1.017
9 H 1.90706 -2.22038 -1.69220  N4 1.017
10 N -0.30730 1.53441 2.19829  C11 1.419, H13 1.012, H14 1.013
11 C -0.00837 0.18514 1.87744  N10 1.419, O12 1.460, H15 1.091, H16 1.091
12 O 0.83320 0.05428 0.69216  C11 1.460, H17 1.022
13 H 0.53026 2.06559 2.40153  N10 1.012
14 H -0.80956 1.98701 1.44346  N10 1.013
15 H 0.55834 -0.27553 2.68826  C11 1.091
16 H -0.93505 -0.36643 1.71175  C11 1.091
17 H 0.81716 -0.87377 0.26405  O12 1.022

As for the charge: 0. The energy above the lowest of the compared OMol25 structures with the same formula, charge and spin is 6.0826 eV. Its structure (SMILES) is C=CON.NCO. As for the calculated total energy: -10343.4052 eV. The value obtained for the HOMO-LUMO gap is 9.3398 eV. The multiplicity is 1. As for the LUMO energy: 0.99 eV.

Here is a cluster of 2 separate species, C3H10N2O2 in total in a non-equilibrium geometry from the Open Molecules 2025 dataset. Energies are from ωB97M-V with the def2-TZVPD basis set.

Each atom is followed by the atoms it is bonded to, with distances in Å.
Atoms and positions in Å:
1 C 0.35536 -1.13969 -1.49386  C2 1.510, H7 1.083, H8 1.088, H9 1.095
2 C -0.07200 -0.25729 -0.34560  C1 1.510, O3 1.217, N4 1.355
3 O -0.90927 -0.62942 0.45567  C2 1.217
4 N 0.64181 0.87730 -0.14687  C2 1.355, C5 1.467, H10 1.010
5 C 0.45448 1.70692 1.04832  N4 1.467, N6 1.453, H11 1.088, H12 1.083
6 N 1.67006 1.62331 1.83947  C5 1.453, H13 1.022, H14 1.022
7 H 1.37832 -0.92228 -1.77536  C1 1.083
8 H 0.13077 -2.15692 -1.17957  C1 1.088
9 H -0.28693 -0.97520 -2.36485  C1 1.095
10 H 1.56038 1.05818 -0.52461  N4 1.010
11 H 0.29371 2.73163 0.71937  C5 1.088
12 H -0.46261 1.39790 1.53450  C5 1.083
13 H 1.68546 2.37434 2.53216  N6 1.022
14 H 1.59123 0.84271 2.49510  N6 1.022
15 O -2.80968 -2.08780 -1.28846  H16 0.960, H17 0.974
16 H -2.75223 -2.96274 -0.89875  O15 0.960
17 H -2.46887 -1.48094 -0.60666  O15 0.974

As for the charge: 0. The energy above the lowest of the compared OMol25 structures with the same formula, charge and spin is 0.6499 eV. Its structure (SMILES) is CC(=O)NCN.O. As for the calculated total energy: -10348.8379 eV. The value obtained for the HOMO-LUMO gap is 10.6951 eV. The multiplicity is 1. As for the LUMO energy: 0.82 eV.

Here is a cluster of 2 separate species, C3H10N2O2 in total in a non-equilibrium geometry from the Open Molecules 2025 dataset. Energies are from ωB97M-V with the def2-TZVPD basis set.

Each atom is followed by the atoms it is bonded to, with distances in Å.
Atoms and positions in Å:
1 N -0.68602 -1.73241 -1.40915  C2 1.501, H7 1.022, H8 1.001
2 C -1.30538 -1.38772 -0.08611  N1 1.501, N3 1.448, H9 1.115, H10 1.095
3 N -0.37637 -1.40542 1.02477  C2 1.448, C4 1.418, H11 1.023
4 C 0.03190 -0.16826 1.58476  N3 1.418, C5 1.442, H12 1.112, H13 1.078
5 C 0.55171 0.91463 0.78721  C4 1.442, O6 1.242, H14 1.136
6 O 1.65968 1.47171 0.84913  C5 1.242
7 H -1.20547 -1.29552 -2.17275  N1 1.022
8 H 0.27134 -1.46408 -1.29558  N1 1.001
9 H -1.73329 -0.37849 -0.28972  C2 1.115
10 H -2.21422 -1.98469 0.04600  C2 1.095
11 H -0.68353 -1.98745 1.80785  N3 1.023
12 H 0.84302 -0.40689 2.30631  C4 1.112
13 H -0.86260 0.28590 1.97953  C4 1.078
14 H -0.24533 1.45411 0.18288  C5 1.136
15 O 0.40934 2.03697 -1.93273  H16 0.915, H17 0.900
16 H -0.07191 1.44077 -2.43347  O15 0.915
17 H 1.11715 2.07984 -2.48682  O15 0.900

As for the charge: 0. The energy above the lowest of the compared OMol25 structures with the same formula, charge and spin is 3.2438 eV. Its structure (SMILES) is NCNCC=O.O. As for the calculated total energy: -10346.2440 eV. The value obtained for the HOMO-LUMO gap is 9.7670 eV. The multiplicity is 1. As for the LUMO energy: 0.58 eV.

Which of these has the lowest calculated total energy? number 2